Record 1
The following is a quantum chemistry calculation of a 7-piece molecular cluster, C15H43FN3O6S6 overall, from OMol25.

Values from the calculation:
ΔE to the lowest compared entry with this formula, charge and spin = 40.92 kJ/mol
LUMO = -0.1028 Eh
gap between HOMO and LUMO = 7.57 eV
calculated total energy = -100726.1164 eV
net charge = +1

The geometry in XYZ format:
```
74
Properties=species:S:1:pos:R:3:mulliken_charge:R:1
N 2.834 -2.622 -2.217 -0.16
C 1.581 -2.430 -2.414 0.28
N 1.027 -1.183 -2.286 -0.28
C -0.419 -1.407 -1.898 -0.13
C -0.363 -2.881 -1.617 0.28
F -1.493 -3.609 -1.737 -0.38
N 0.621 -3.392 -2.579 -0.37
H 3.209 -3.554 -2.089 0.22
H 3.425 -1.875 -1.881 0.25
H 1.469 -0.818 -1.442 0.38
H -1.153 -1.059 -2.613 0.17
H -0.576 -0.780 -1.037 0.12
H -0.007 -2.986 -0.599 0.30
H 0.223 -3.489 -3.506 0.32
C -2.235 3.186 -4.092 -0.85
S -1.320 1.669 -4.372 0.40
O -2.062 0.580 -3.660 -0.63
C 0.080 2.098 -3.342 -0.59
H -3.183 3.106 -4.619 0.35
H -2.411 3.315 -3.023 0.15
H -1.665 4.026 -4.486 0.42
H -0.258 2.302 -2.325 0.03
H 0.579 2.975 -3.749 0.42
H 0.772 1.257 -3.340 0.24
C 0.618 2.517 1.066 -0.53
S 0.217 4.229 0.702 0.64
O 0.491 4.447 -0.747 -0.66
C 1.587 4.940 1.619 -0.98
H -0.101 1.882 0.552 0.12
H 1.627 2.287 0.720 0.39
H 0.540 2.356 2.140 0.06
H 2.531 4.560 1.228 0.30
H 1.483 4.688 2.675 0.34
H 1.545 6.019 1.494 0.34
C -5.509 4.336 -0.689 -0.80
S -4.901 3.344 0.680 0.41
O -3.460 3.668 0.844 -0.51
C -4.990 1.766 -0.180 -0.58
H -5.492 5.378 -0.377 0.33
H -4.862 4.200 -1.555 0.12
H -6.531 4.041 -0.924 0.38
H -4.378 1.801 -1.082 0.11
H -6.028 1.547 -0.432 0.42
H -4.609 1.000 0.492 0.11
C -1.614 -3.692 3.212 -1.07
S -1.437 -2.985 1.573 0.59
O -0.448 -1.867 1.653 -0.61
C -3.072 -2.249 1.507 -0.96
H -0.675 -4.174 3.474 0.36
H -1.834 -2.900 3.928 0.30
H -2.413 -4.431 3.200 0.39
H -3.192 -1.553 2.337 0.34
H -3.824 -3.036 1.556 0.47
H -3.164 -1.716 0.563 0.21
C 5.954 -5.808 -2.855 -0.96
S 6.327 -4.553 -1.629 0.48
O 5.391 -3.408 -1.879 -0.61
C 7.912 -4.070 -2.308 -0.97
H 4.968 -6.214 -2.636 0.31
H 5.959 -5.364 -3.850 0.31
H 6.694 -6.604 -2.790 0.40
H 7.785 -3.738 -3.338 0.31
H 8.594 -4.918 -2.260 0.40
H 8.301 -3.254 -1.703 0.33
C 0.101 0.720 6.836 -0.99
S 0.284 1.392 5.180 0.61
O 1.220 2.542 5.276 -0.65
C -1.378 2.071 5.065 -0.82
H 1.053 0.280 7.125 0.33
H -0.160 1.520 7.529 0.32
H -0.671 -0.049 6.832 0.35
H -1.543 2.775 5.880 0.33
H -2.104 1.260 5.108 0.33
H -1.466 2.588 4.111 0.21
```

---

Record 2
The following is a quantum chemistry calculation of C26H24AlN4O3S2 as an isolated structure, from OMol25.

Values from the calculation:
ΔE to the lowest compared entry with this formula, charge and spin = 21.65 kJ/mol
LUMO = -0.1270 Eh
gap between HOMO and LUMO = 6.96 eV
calculated total energy = -67721.2215 eV
net charge = +1

The geometry in XYZ format:
```
60
Properties=species:S:1:pos:R:3:nbo_charge:R:1
Al -0.806 -0.344 1.204 1.77
O -3.073 1.199 -2.298 -0.67
C -3.668 2.199 -1.629 0.37
C -4.555 3.037 -2.308 -0.28
C -5.175 4.076 -1.646 -0.14
C -4.923 4.318 -0.297 -0.26
C -4.024 3.528 0.376 -0.13
C -3.377 2.464 -0.274 -0.19
C -2.378 1.709 0.451 0.61
O -1.916 0.564 0.039 -0.85
N -1.897 2.251 1.553 -0.39
N -0.987 1.463 2.091 -0.34
C -0.335 1.806 3.147 0.07
C 0.615 0.839 3.611 0.15
C 1.425 1.037 4.733 -0.21
C 2.316 0.048 5.096 -0.13
C 2.337 -1.131 4.356 -0.25
C 1.493 -1.253 3.266 0.08
N 0.668 -0.290 2.882 -0.51
H -2.514 0.695 -1.673 0.51
H -4.741 2.850 -3.354 0.23
H -5.851 4.720 -2.185 0.22
H -5.417 5.132 0.210 0.22
H -3.797 3.691 1.417 0.24
H -0.498 2.755 3.642 0.22
H 1.331 1.948 5.300 0.24
H 2.977 0.185 5.939 0.24
H 2.997 -1.940 4.621 0.24
H 1.479 -2.161 2.677 0.20
S -2.132 -1.527 2.775 -0.22
C -2.346 -2.464 1.369 0.09
C -3.185 -3.576 1.230 -0.27
C -3.303 -4.161 -0.008 -0.12
C -2.612 -3.621 -1.099 -0.28
C -1.789 -2.542 -0.878 0.06
N -1.627 -2.002 0.329 -0.64
H -3.723 -3.938 2.091 0.24
H -3.943 -5.018 -0.152 0.23
H -2.725 -4.034 -2.088 0.23
H -1.243 -2.058 -1.675 0.20
C 5.647 0.773 -4.230 -0.64
C 4.714 0.396 -3.127 0.04
C 3.332 0.432 -3.298 -0.22
C 2.483 -0.008 -2.298 -0.13
C 3.018 -0.480 -1.111 -0.30
C 4.389 -0.464 -0.893 -0.18
C 5.225 -0.026 -1.900 -0.20
S 2.013 -1.313 0.125 1.29
C 1.628 -2.735 -0.953 -0.78
O 0.683 -0.555 0.200 -1.04
H 5.120 0.922 -5.168 0.23
H 6.389 -0.011 -4.371 0.23
H 6.179 1.688 -3.975 0.24
H 2.911 0.780 -4.228 0.23
H 1.411 0.011 -2.433 0.22
H 4.793 -0.809 0.047 0.23
H 6.292 -0.031 -1.744 0.23
H 1.133 -2.371 -1.847 0.25
H 0.991 -3.440 -0.427 0.25
H 2.569 -3.208 -1.214 0.26
```

---

Record 3
The following is a quantum chemistry calculation of C24H64AgN5O11 as an isolated structure, from OMol25.

Values from the calculation:
LUMO = -0.4262 Eh
gap between HOMO and LUMO = 6.39 eV
calculated total energy = -59852.6757 eV
net charge = +4

The geometry in XYZ format:
```
105
Properties=species:S:1:pos:R:3:mulliken_charge:R:1
Ag 3.672 -3.355 -2.492 0.87
N 1.791 -0.537 -0.978 0.68
O 1.804 -0.428 0.259 -0.63
O 0.982 0.139 -1.651 -0.76
O 2.596 -1.341 -1.536 -0.45
C 1.363 3.077 -5.389 -0.49
O 1.526 1.720 -5.799 -0.34
C 2.456 0.991 -5.020 -0.54
C 2.125 -0.471 -5.130 -0.40
N 0.724 -0.696 -4.535 0.51
H 0.756 -1.615 -4.110 0.40
H 0.657 0.003 -3.784 -0.20
C -0.333 -0.645 -5.617 -0.69
C -1.747 -0.965 -5.063 -0.64
O -2.032 0.063 -4.154 -0.18
C -3.421 0.339 -4.064 -1.05
H 2.324 3.534 -5.147 0.40
H 0.814 3.088 -4.442 -0.01
H 0.755 3.627 -6.097 0.29
H 2.774 1.376 -4.045 0.37
H 3.381 1.163 -5.591 0.47
H 2.779 -1.143 -4.568 0.09
H 2.145 -0.741 -6.184 0.42
H -0.093 -1.501 -6.248 0.43
H -0.313 0.297 -6.149 0.35
H -1.798 -1.989 -4.688 0.39
H -2.332 -0.868 -5.984 0.44
H -3.719 0.933 -4.941 0.41
H -3.792 0.981 -3.264 0.25
H -4.000 -0.586 -4.092 0.44
C -1.842 -0.354 2.161 -0.62
O -2.585 -0.901 3.253 -0.40
C -3.644 -0.061 3.681 -0.40
C -4.522 -0.766 4.678 -0.94
N -5.601 -1.627 4.054 -0.19
H -6.193 -2.231 4.650 0.45
H -6.350 -1.033 3.676 0.43
C -5.223 -2.564 2.935 -0.58
C -6.309 -3.617 2.788 -0.72
O -6.615 -4.204 4.009 -0.36
C -5.903 -5.404 4.285 -0.74
H -2.467 0.072 1.371 0.31
H -1.084 -1.068 1.859 0.31
H -1.320 0.518 2.583 0.27
H -4.235 0.453 2.912 0.38
H -3.159 0.777 4.201 0.51
H -5.056 0.047 5.173 0.45
H -4.040 -1.420 5.397 0.36
H -4.269 -2.991 3.250 0.39
H -5.006 -2.109 1.969 0.36
H -6.036 -4.320 1.993 0.46
H -7.190 -3.137 2.344 0.40
H -6.093 -6.126 3.489 0.34
H -6.315 -5.845 5.191 0.28
H -4.828 -5.312 4.462 0.29
C 6.932 -4.171 3.566 -0.87
O 6.215 -3.190 2.840 -0.28
C 5.477 -3.702 1.755 -0.62
C 4.587 -2.580 1.270 0.05
N 3.523 -2.239 2.285 -0.03
H 2.893 -1.567 1.821 0.20
H 2.917 -3.045 2.449 0.42
C 3.932 -1.584 3.618 -0.74
C 5.015 -0.537 3.433 -0.58
O 4.622 0.257 2.321 -0.19
C 5.684 1.025 1.792 -0.88
H 8.010 -3.979 3.546 0.30
H 6.745 -5.213 3.314 0.39
H 6.789 -4.063 4.648 0.31
H 4.882 -4.555 2.114 0.46
H 6.121 -4.168 1.004 0.42
H 3.972 -2.803 0.382 -0.14
H 5.130 -1.642 1.177 0.25
H 4.287 -2.335 4.318 0.37
H 3.018 -1.098 3.952 0.48
H 5.994 -1.018 3.405 0.41
H 4.999 0.153 4.283 0.52
H 6.464 0.425 1.310 0.34
H 6.230 1.589 2.557 0.36
H 5.300 1.739 1.068 0.23
C -2.692 3.293 1.938 -0.82
O -1.462 2.914 1.335 -0.14
C -0.382 3.795 1.612 -0.70
C 0.699 3.707 0.558 -0.68
N 0.146 4.144 -0.786 -0.13
H -0.487 4.946 -0.691 0.41
H 0.911 4.594 -1.298 0.46
C -0.457 3.042 -1.640 -0.22
C -1.438 3.582 -2.644 -0.49
O -0.864 4.597 -3.451 -0.30
C -1.792 5.133 -4.371 -0.86
H -2.535 3.416 3.016 0.36
H -3.347 2.433 1.826 0.10
H -3.119 4.223 1.561 0.41
H -0.041 3.638 2.637 0.49
H -0.754 4.828 1.574 0.43
H 1.089 2.691 0.473 0.20
H 1.557 4.325 0.814 0.48
H -0.904 2.402 -0.886 0.20
H 0.340 2.488 -2.132 0.11
H -2.154 4.157 -2.032 0.53
H -1.998 2.826 -3.195 0.15
H -2.572 4.450 -4.713 0.36
H -1.297 5.289 -5.343 0.26
H -2.143 6.159 -4.250 0.34
```

---

Record 4
The following is a quantum chemistry calculation of C3H5NOS in the gas phase, from OMol25.

Values from the calculation:
ΔE to the lowest compared entry with this formula, charge and spin = 184.51 kJ/mol
LUMO = 0.0255 Eh
gap between HOMO and LUMO = 9.99 eV
calculated total energy = -17563.3551 eV
structure (SMILES) = C/C=N\SC=O

The geometry in XYZ format:
```
11
Properties=species:S:1:pos:R:3:nbo_charge:R:1
C 1.146 0.631 0.499 -0.71
C 1.222 -0.426 -0.556 0.19
C -2.186 -0.151 -0.057 0.20
H 0.272 1.259 0.299 0.26
H 2.112 1.199 0.347 0.22
H 1.139 0.227 1.456 0.24
H 2.117 -0.471 -1.226 0.19
H -3.143 -0.405 0.353 0.15
N 0.388 -1.359 -0.751 -0.56
O -2.047 0.905 -0.600 -0.55
S -1.019 -1.409 0.236 0.37
```